14 unconnected molecules or ions with the total composition H29O14 in a non-equilibrium geometry, computed with ωB97M-V with the def2-TZVPD basis set.

Element x y z (Å)
O (-0.966, -0.551, 0.534)
H (-1.298, -4.308, 2.823)
O (3.366, -1.743, 0.104)
H (-1.423, -0.234, -2.108)
H (0.908, -0.145, 2.010)
O (0.034, 3.105, -1.064)
H (0.813, -3.823, 2.367)
H (0.249, 2.712, -2.020)
O (-0.615, 0.374, -2.109)
H (2.158, 3.621, -3.624)
H (-0.946, 1.239, -2.290)
O (2.888, 0.733, -0.224)
H (2.161, 1.467, -0.375)
H (3.627, 1.212, 0.144)
O (-2.524, 1.633, 1.778)
H (2.294, -0.092, 0.960)
H (1.071, -3.197, 3.633)
O (-4.878, 0.216, -0.162)
H (-4.407, -0.538, -0.246)
H (3.516, -2.431, 0.811)
O (-0.586, -4.065, 2.177)
H (-0.534, -4.830, 1.663)
H (1.582, -1.521, 1.738)
O (2.317, 2.980, -2.865)
H (-1.718, 0.113, 0.971)
H (-0.761, -0.141, -0.350)
O (1.111, -2.114, -2.481)
H (-2.628, 2.015, -3.997)
H (-0.047, 4.082, -1.297)
O (1.506, -3.227, 2.817)
H (-3.013, 2.155, 2.419)
H (0.873, 0.809, 3.864)
O (0.310, 1.154, 3.221)
H (3.208, 2.736, -3.009)
H (-0.466, 1.294, 3.611)
O (-2.989, 1.764, -3.099)
H (2.941, -2.306, -0.486)
H (-3.798, 1.475, -3.378)
O (1.638, -0.584, 1.681)
H (1.969, -1.898, -2.504)
H (-2.991, 1.578, 0.936)
H (0.713, -1.530, -1.785)
H (-4.663, 0.813, -0.791)

Total charge: 0
DFT total energy: -29129.518 eV
Expectation value of S²: 0.751
Multiplicity: 2
Orbital gap (spin up / spin down): 2.152 / 10.518 eV
ΔE to the lowest compared entry with this formula, charge and spin: 39.2 kcal/mol

natural (NBO) population analysis, charges in e, atoms 1 to 2: atom 1 (O): -1.057, atom 2 (H): 0.481